Formula: C25H26NO7
Source: the Open Molecules 2025 dataset
Level of theory: ωB97M-V with the def2-TZVPD basis set

```
59
Properties=species:S:1:pos:R:3:forces:R:3:nbo_charge:R:1
C -5.2340 -1.7667 2.1470 0.13 0.76 0.22 -0.2546
O -4.9084 -0.4109 2.5098 -0.32 -0.59 -0.42 -0.5009
C -3.6103 -0.0157 2.4939 1.10 0.21 0.40 0.3167
C -3.3558 1.3167 2.9039 -0.62 -0.90 -0.51 -0.2734
C -2.0661 1.7696 3.0150 0.88 -0.23 -0.03 -0.1440
C -0.9683 0.8769 2.9344 -0.99 -0.49 -0.20 -0.1523
C 0.3740 1.3304 3.2527 0.81 0.33 -0.06 -0.0263
C 1.4630 0.5083 3.4225 0.84 -0.85 0.45 -0.4485
C 2.8239 1.0942 3.4024 -0.70 1.42 0.36 0.7806
O 3.0406 2.2893 3.4365 0.24 -1.19 -0.74 -0.5825
O 3.8623 0.1966 3.3981 -0.34 -0.83 -0.67 -0.5299
C 3.4935 -1.1387 2.9415 0.15 0.72 0.87 0.5301
C 2.9957 -1.1311 1.5039 0.01 -0.09 -0.29 -0.6743
C 4.7669 -1.9723 3.0811 -0.38 0.16 0.11 -0.6241
O 2.4930 -1.6593 3.8430 0.16 0.22 -0.42 -0.5338
C 1.3862 -0.8551 4.0208 -0.48 0.85 0.28 0.7763
O 0.4704 -1.2374 4.7208 0.75 -0.31 -0.58 -0.6021
C -1.2370 -0.4349 2.4772 0.34 0.60 0.22 -0.0687
C -2.5193 -0.8573 2.1756 -0.98 0.28 0.35 -0.3476
H -6.3100 -1.8177 2.3146 0.11 -0.17 -0.10 0.1943
H -5.0110 -1.9609 1.0883 0.02 0.01 0.25 0.1758
H -4.7229 -2.4947 2.7936 -0.04 0.22 -0.18 0.1847
H -4.2042 1.9594 3.1238 0.10 -0.04 -0.16 0.2157
H -1.8649 2.8279 3.1667 -0.04 -0.20 0.30 0.2353
H 0.5887 2.3859 3.0891 0.06 -0.18 -0.09 0.2665
H 2.0936 -0.5191 1.3606 0.40 -0.24 0.09 0.2446
H 3.8024 -0.7492 0.8664 -0.22 -0.05 0.07 0.2201
H 2.7759 -2.1665 1.2129 0.04 0.22 0.03 0.2150
H 5.1556 -1.9160 4.1023 -0.15 0.04 -0.17 0.2338
H 4.5579 -3.0142 2.8284 0.00 0.09 0.02 0.2116
H 5.5145 -1.5737 2.3887 -0.10 -0.07 0.14 0.2180
H -0.4262 -1.1547 2.3735 -0.19 0.30 -0.11 0.2049
H -2.6872 -1.8571 1.7764 0.06 0.22 0.20 0.2102
C -3.9768 3.5544 6.7053 -0.29 0.24 0.42 -0.6275
C -2.8323 3.9354 5.8045 0.43 -0.61 -0.07 -0.0733
O -1.7934 2.9270 5.9921 -0.80 0.99 -0.29 -0.5229
C -0.6417 3.2667 5.3712 2.00 -0.60 -0.55 0.7516
C 0.4406 2.2639 5.5998 -2.74 -1.31 0.10 -0.2087
N 1.6117 2.6896 5.9012 2.13 1.95 -0.06 -0.3955
C 2.7042 2.1919 6.3910 -0.90 -1.28 0.30 -0.0816
C 3.9416 2.9399 6.3996 0.27 0.37 0.10 -0.0594
C 5.1654 2.3827 6.8567 -0.60 0.31 -0.37 -0.2231
C 6.3503 3.0994 6.7257 -0.14 0.29 -0.13 -0.2268
C 6.3393 4.3848 6.1586 -0.13 -0.12 0.07 -0.2667
C 5.1258 4.9568 5.7426 -0.06 -0.48 0.31 -0.2356
C 3.9331 4.2500 5.8821 0.61 0.03 -0.14 -0.1400
O -0.5218 4.2634 4.6729 -0.52 -0.03 0.54 -0.6693
H -4.8889 4.0470 6.3587 -0.03 -0.09 0.01 0.1996
H -4.1430 2.4711 6.7390 0.08 0.26 -0.09 0.2216
H -3.7889 3.9297 7.7200 -0.04 -0.33 -0.12 0.2038
H -3.1356 3.9470 4.7444 0.20 0.08 0.35 0.1737
H -2.4203 4.9168 6.0806 -0.14 -0.28 -0.31 0.1949
H 0.1193 1.2127 5.7109 -0.06 0.35 0.62 0.1655
H 2.7243 1.1788 6.8323 0.03 0.03 -0.25 0.1345
H 5.1487 1.3718 7.2709 0.10 0.25 -0.12 0.1988
H 7.2944 2.6538 7.0483 -0.25 0.15 -0.07 0.1941
H 7.2726 4.9366 6.0452 -0.19 -0.13 0.01 0.1925
H 5.1038 5.9478 5.2946 0.09 -0.11 0.10 0.1961
H 2.9784 4.6575 5.5496 0.29 -0.13 0.03 0.2323
```
Positions in Å, forces in eV/Å.

**Highest occupied orbital energy**: -2.61 eV
**Maximum force**: 3.04 eV/Å
**Total charge**: -1
**LUMO**: 2.5 eV
**Spin multiplicity**: 1
**Orbital gap**: 5.08 eV